Entry 1:
Density functional theory data (ωB97M-V with the def2-TZVPD basis set) for a cluster of 14 separate species, C5H35NO13 in total at a distorted geometry.

The geometry in XYZ format:
```
54
Properties=species:S:1:pos:R:3:nbo_charge:R:1
C -1.51439 0.33988 -3.93335 -0.44
N -0.73595 -0.83390 -3.43815 -0.64
C -0.28212 -0.78787 -2.10106 -0.02
C -0.41614 0.23039 -1.26359 -0.33
C 0.13367 0.30281 0.11179 -0.27
C -0.57508 -0.33205 1.05547 -0.34
H -1.35228 0.28327 -5.01712 0.22
H -2.47038 0.25108 -3.41178 0.21
H -1.05565 1.32804 -3.83069 0.18
H -1.15403 -1.69410 -3.75024 0.38
H 0.17140 -1.73335 -1.80562 0.21
H -0.85830 1.15768 -1.63693 0.20
H 0.85984 1.08242 0.34248 0.19
H -0.49859 -0.32438 2.12235 0.21
H -1.40303 -0.82486 0.53384 0.20
H 0.69200 3.55910 2.74831 0.49
H -0.04456 2.32334 2.11958 0.52
O 0.77087 2.88425 2.08673 -1.02
H -1.13166 -3.50774 0.56482 0.52
H -2.27444 -4.00258 1.17801 0.47
O -2.11055 -3.38372 0.45463 -1.00
H 1.89766 2.71692 -2.64058 0.47
H 0.54983 2.45841 -3.24350 0.46
O 1.00866 3.07887 -2.68994 -0.94
H -3.93777 0.38407 1.56366 0.49
H -2.97370 -0.66801 1.70839 0.50
O -3.13782 0.19709 2.08608 -0.95
H 3.42513 2.45937 0.50816 0.48
H 2.42391 2.32883 1.65240 0.51
O 3.17848 1.86642 1.21645 -1.01
H 1.72502 -0.90775 -3.14571 0.48
H 2.44476 -2.12382 -3.62367 0.47
O 2.33958 -1.57770 -2.82787 -0.94
H 3.00070 -3.21111 2.87968 0.48
H 3.35213 -2.05918 1.74545 0.51
O 2.79394 -2.86102 2.00230 -1.01
H 1.40251 -3.17139 1.20809 0.52
H 1.09346 -3.30936 -0.30486 0.47
O 0.68072 -3.38436 0.56066 -1.01
H -0.51478 3.19950 0.26906 0.49
H -1.37178 3.88023 -0.81901 0.48
O -1.37280 3.59032 0.09403 -0.97
H 3.84475 0.11377 1.80654 0.50
H 2.64986 -0.21628 1.03717 0.50
O 3.50043 -0.61317 1.27214 -0.94
H 2.60775 -0.41599 2.99609 0.47
H 1.38167 0.46927 2.66797 0.46
O 1.73528 -0.17370 3.28126 -0.94
H -4.71145 -1.46786 -0.82462 0.47
H -3.46572 -2.19220 -0.19902 0.51
O -4.05349 -1.41277 -0.13766 -0.99
H -2.21080 1.49385 2.60654 0.51
H -2.20624 2.81519 1.69059 0.50
O -1.83050 2.39584 2.47418 -1.01
```

The value obtained for the lowest unoccupied orbital energy is 0.21 eV. The HOMO energy is -8.28 eV. Its energy above the lowest of the compared OMol25 structures with the same formula, charge and spin is 86.3 kcal per mole. For the maximum force, the calculation gives 0.0410 hartree/bohr. The total energy is -1244.297510 Ha. As for the net charge: 0.

---

Entry 2:
Density functional theory data (ωB97M-V with the def2-TZVPD basis set) for a cluster of 12 separate species, C5H35NO13S in total at a distorted geometry.

The geometry in XYZ format:
```
55
Properties=species:S:1:pos:R:3:nbo_charge:R:1
C -1.36605 -1.09084 -0.67570 -0.42
N -1.21952 -0.12443 0.39895 -0.66
C -0.38367 0.95684 -0.10924 -0.11
C -0.37019 2.14308 0.87812 -0.43
C 0.41205 3.39936 0.41209 -0.52
S -0.18483 4.04762 -1.20541 -0.07
C 1.05923 0.51653 -0.42631 0.35
O 1.17370 0.37495 -1.75820 -0.79
O 1.35466 -0.82856 0.04692 -0.80
H -0.42740 -1.81259 -0.81852 0.16
H -2.24887 -1.78251 -0.33072 0.18
H -1.56280 -0.68452 -1.64477 0.22
H -0.60578 -0.30374 1.23483 0.39
H -0.86049 1.34259 -1.02014 0.22
H 0.28757 1.68904 1.77835 0.22
H -1.38472 2.27094 1.22816 0.23
H 1.47680 3.09226 0.16675 0.23
H 0.17843 4.09441 1.24146 0.24
H 0.88378 4.12884 -1.91096 0.11
H 1.89125 1.20025 -0.09083 0.17
H 1.28383 -0.59736 -2.09490 0.52
H 2.23204 -0.76147 0.59052 0.50
O -4.84117 1.21041 -1.58914 -0.97
H -4.13738 0.52427 -1.76067 0.48
H -4.41628 2.16252 -1.69161 0.49
O 3.44915 0.48060 1.15651 -0.94
H 3.40964 -0.15878 1.79232 0.48
H 4.34319 0.55447 0.80430 0.49
O 2.16402 -1.94933 -3.32091 -0.95
H 1.68706 -2.43984 -2.87616 0.48
H 2.57366 -2.06968 -4.06900 0.48
O -1.56085 1.45605 -3.89408 -0.94
H -0.75159 2.07740 -3.91678 0.48
H -1.84608 1.42852 -4.76236 0.46
O 0.95101 -3.81445 -1.62283 -0.94
H 1.21918 -3.88978 -0.73065 0.47
H 0.09676 -3.39105 -1.53314 0.47
O -3.35949 -1.61371 2.86884 -0.96
H -3.18969 -0.80166 3.38049 0.48
H -3.80091 -1.33303 2.01290 0.48
O -3.82764 1.03197 1.91303 -0.97
H -3.15328 0.58963 1.49677 0.48
H -4.60869 1.13196 1.18763 0.49
O 1.17737 0.67368 3.79696 -0.95
H 0.35547 0.96478 4.18890 0.47
H 1.07154 -0.28426 3.55755 0.48
O -0.09016 -3.60772 2.61831 -0.95
H -0.58680 -3.70821 1.69256 0.47
H -0.61451 -4.29880 3.04521 0.48
O 3.61658 1.65958 -3.38703 -0.93
H 3.16164 2.29294 -2.86580 0.46
H 3.41458 0.88534 -3.02451 0.47
O 2.44569 -2.10168 3.11949 -0.96
H 1.88167 -2.44673 2.51523 0.48
H 2.14724 -2.48606 4.00726 0.49
```

The value obtained for the lowest unoccupied orbital energy is -0.08 eV. The HOMO energy is -8.91 eV. Its energy above the lowest of the compared OMol25 structures with the same formula, charge and spin is 140.6 kcal per mole. The SMILES is CN[C@@H](CCS)C(O)O.O.O.O.O.O.O.O.O.O.O.O. For the maximum force, the calculation gives 0.2446 hartree/bohr. The total energy is -1642.369938 Ha. As for the net charge: 0.

---

Entry 3:
Density functional theory data (ωB97M-V with the def2-TZVPD basis set) for a cluster of 14 separate species, C5H35NO15 in total at a distorted geometry.

The geometry in XYZ format:
```
56
Properties=species:S:1:pos:R:3:nbo_charge:R:1
N 0.30169 1.07038 0.13279 -0.67
C 1.58366 1.02475 0.82873 -0.23
C 2.47116 0.07018 0.01843 -0.42
C 1.45744 -0.90684 -0.57811 -0.41
C 0.15340 -0.16107 -0.66007 -0.15
C -0.25875 0.40695 -2.01919 0.82
O -0.97762 -0.59941 -2.70736 -0.78
O -0.09189 1.42369 -2.60906 -0.56
H -0.49158 1.32537 0.70379 0.39
H 2.02546 2.01720 0.85609 0.19
H 1.61419 0.83262 1.90293 0.18
H 3.14708 -0.47004 0.68076 0.23
H 3.05650 0.62425 -0.71490 0.22
H 1.75536 -1.30631 -1.54592 0.24
H 1.30852 -1.76148 0.08564 0.23
H -0.67746 -0.77886 -0.31164 0.22
H -1.90914 -0.42563 -2.84352 0.51
H 1.34547 4.55373 -2.35706 0.48
H 0.07525 4.15975 -3.01740 0.46
O 0.92723 4.57422 -3.23014 -0.95
H -1.85907 -2.10822 4.10582 0.47
H -0.40775 -1.89482 4.22137 0.50
O -1.25680 -1.50204 4.53054 -0.98
H 0.50113 -4.41234 1.74077 0.50
H 0.31940 -4.70794 3.23623 0.47
O 0.99234 -4.42884 2.59631 -0.99
H 1.44904 -2.66715 3.16706 0.51
H 1.18801 -1.14594 2.90237 0.48
O 1.23102 -1.80930 3.60684 -0.98
H -1.66133 2.18669 -0.85726 0.46
H -2.23322 2.68128 -2.18934 0.48
O -2.39679 2.67079 -1.25865 -0.94
H -0.80210 4.55740 -0.20787 0.48
H -0.13542 3.19121 -0.40300 0.47
O 0.04294 4.15131 -0.39438 -0.96
H -3.08105 -0.47589 1.91371 0.49
H -3.74321 -0.20457 3.26248 0.50
O -3.68943 -0.87629 2.56725 -0.97
H 2.43171 1.47738 -4.22313 0.48
H 1.98260 0.69582 -5.44764 0.47
O 2.34601 0.56803 -4.55384 -0.95
H -3.29142 -2.55970 2.30036 0.51
H -3.62332 -3.93036 1.61146 0.48
O -2.93691 -3.44399 2.08151 -0.99
H 2.37708 3.07835 -1.28267 0.47
H 3.68216 3.26478 -0.50832 0.47
O 3.21379 3.53964 -1.29321 -0.94
H -0.93211 -4.82907 0.12784 0.48
H -1.53606 -3.77116 1.15125 0.51
O -0.71769 -4.13962 0.73670 -0.99
H -0.19539 1.42401 2.95299 0.48
H -1.04274 0.19405 3.73797 0.53
O -0.77714 0.67035 2.90897 -1.03
H -0.65950 -1.16224 -5.04146 0.48
H -0.57882 0.39642 -4.99411 0.48
O -1.01592 -0.35147 -5.41973 -0.96
```

The value obtained for the lowest unoccupied orbital energy is -0.32 eV. The HOMO energy is -10.00 eV. Its energy above the lowest of the compared OMol25 structures with the same formula, charge and spin is 66.4 kcal per mole. For the maximum force, the calculation gives 0.0728 hartree/bohr. The total energy is -1394.857655 Ha. As for the net charge: 0.

---

Entry 4:
Density functional theory data (ωB97M-V with the def2-TZVPD basis set) for a cluster of 14 separate species, C5H36NO15 in total at a distorted geometry.

The geometry in XYZ format:
```
57
Properties=species:S:1:pos:R:3:nbo_charge:R:1
O -1.01131 1.20378 2.05907 -0.84
C -1.30648 0.19884 1.34477 0.80
O -1.47708 -0.91554 1.89774 -0.80
C -1.61962 0.45826 -0.19558 -0.16
C -2.94370 -0.21186 -0.67923 -0.23
C -3.29076 0.06134 -2.12512 -0.64
C -2.84849 -1.73892 -0.56615 -0.63
N -0.41302 -0.10759 -0.87320 -0.89
H -1.62473 1.53693 -0.38251 0.23
H -3.71321 0.15602 0.03104 0.21
H -2.44942 0.71946 -2.58527 0.22
H -4.17740 0.68757 -2.09334 0.22
H -3.21819 -0.77923 -2.82818 0.21
H -2.22177 -2.12909 -1.39481 0.18
H -3.82237 -2.17416 -0.68425 0.20
H -2.50685 -2.06064 0.42508 0.25
H 0.28871 -0.43877 -0.23970 0.35
H -0.67437 -0.87447 -1.48230 0.38
H -1.17868 0.34315 4.34747 0.47
H -2.25603 1.29312 3.80904 0.48
O -1.84869 0.95566 4.58185 -0.96
H 1.71399 -0.63655 -4.29304 0.49
H 2.59376 0.73253 -4.33581 0.48
O 2.58968 -0.21685 -4.38985 -0.97
H 0.14478 2.36753 -1.40358 0.48
H 0.32278 1.37574 -2.53517 0.48
O 0.08098 2.26816 -2.36936 -0.96
H -2.38826 3.69388 0.69045 0.47
H -1.62022 3.97400 -0.53130 0.48
O -2.48261 3.63686 -0.28341 -0.95
H 0.92848 -2.56040 2.08438 0.50
H -0.00567 -2.12818 0.99684 0.49
O 0.77761 -2.68118 1.15024 -1.01
H -0.10544 3.06136 1.29607 0.51
H 1.08724 3.92721 0.76219 0.48
O 0.11962 3.88315 0.82587 -0.99
H 1.96789 -1.13920 -0.95783 0.49
H 3.25035 -1.36256 -1.87574 0.48
O 2.89710 -1.35953 -0.98254 -0.96
H 3.69374 1.14300 2.58413 0.48
H 2.87231 2.34910 2.37559 0.47
O 3.78628 2.08483 2.42481 -0.96
H 0.16028 -1.54330 4.09344 0.47
H -1.02728 -2.16136 3.25198 0.52
O -0.11885 -2.33016 3.62890 -0.98
H 3.80087 2.09381 -2.28036 0.46
H 2.52750 2.54313 -1.64114 0.47
O 3.26849 1.94786 -1.48634 -0.93
H 2.94513 -3.38819 -1.01337 0.48
H 2.63946 -3.93464 0.39889 0.49
O 2.70695 -4.20619 -0.54556 -0.97
H 1.79739 0.08749 1.51966 0.47
H 0.63287 0.93733 2.31986 0.51
O 1.59260 0.58282 2.30519 -1.03
H 1.14022 -3.29349 -1.42018 0.50
H -0.28163 -3.06971 -0.99712 0.48
O 0.30503 -2.86214 -1.73318 -0.99
```

The value obtained for the lowest unoccupied orbital energy is 2.26 eV. The HOMO energy is -6.43 eV. Its energy above the lowest of the compared OMol25 structures with the same formula, charge and spin is 50.3 kcal per mole. For the maximum force, the calculation gives 0.0688 hartree/bohr. The total energy is -1395.550578 Ha. As for the net charge: -1.

---

Entry 5:
Density functional theory data (ωB97M-V with the def2-TZVPD basis set) for a cluster of 13 separate species, C5H37N2O12 in total at a distorted geometry.

The geometry in XYZ format:
```
56
Properties=species:S:1:pos:R:3:nbo_charge:R:1
C -2.12758 0.07649 1.99442 -0.61
C -0.67530 -0.11688 1.48935 -0.02
C -0.69937 -0.96363 0.18136 -0.49
C 0.68080 -0.99155 -0.41143 0.20
C 1.64187 -1.95112 -0.26650 -0.53
N 0.92312 0.12841 -1.25574 -0.93
N 0.27469 -0.62461 2.55271 -0.76
H -2.71693 -0.70133 1.73669 0.22
H -2.19507 0.37386 3.04126 0.22
H -2.50409 0.95062 1.50095 0.24
H -0.19115 0.87176 1.24478 0.20
H -1.52527 -0.76364 -0.48732 0.28
H -0.73919 -2.02240 0.44984 0.22
H 1.43540 -2.87504 0.29610 0.21
H 2.54685 -1.88486 -0.81916 0.22
H 0.06477 0.59695 -1.64468 0.42
H 1.87387 0.59261 -1.16700 0.42
H 0.37525 0.08468 3.28408 0.47
H 1.20698 -0.96247 2.19807 0.47
H -0.15882 -1.51792 2.95525 0.46
H -1.50083 -3.13337 2.07961 0.51
H -1.57440 -3.50554 3.48068 0.49
O -1.44631 -2.72286 2.96843 -0.99
H -1.48819 -1.27003 -4.09539 0.50
H -2.84996 -0.70204 -3.48773 0.48
O -1.81991 -0.66023 -3.36343 -0.98
H 4.37138 2.06129 -0.37613 0.49
H 2.93072 2.37862 -0.41951 0.50
O 3.53926 1.62768 -0.40786 -1.00
H -1.20879 -4.01689 -0.23741 0.51
H -1.86831 -5.02778 0.66424 0.48
O -1.57762 -4.16036 0.61742 -0.99
H 2.17486 1.18888 3.00970 0.50
H 2.23463 1.76574 4.52205 0.50
O 1.63252 1.43083 3.74957 -1.01
H -0.56914 4.43503 -0.68836 0.49
H -0.91455 5.56544 0.21473 0.48
O -0.39753 4.77723 0.13805 -0.97
H -1.82781 3.93621 -2.90574 0.48
H -0.65954 3.04380 -2.88776 0.49
O -1.13521 3.66616 -2.29402 -0.96
H 1.21705 3.41924 0.68242 0.50
H 1.95787 4.51233 -0.03760 0.50
O 1.82719 3.57586 0.01064 -0.96
H -2.00310 2.48266 -0.60030 0.48
H -3.06073 2.27023 -1.69181 0.46
O -2.55195 1.81495 -1.09674 -0.95
H 3.78408 -0.06772 1.73888 0.51
H 2.59915 0.54321 0.84640 0.51
O 2.79529 0.20326 1.71804 -1.00
H -0.22507 -3.57544 -2.16606 0.52
H -1.20939 -4.79021 -2.56981 0.50
O -0.82509 -4.28735 -1.84190 -0.98
H 0.72726 -1.19245 -3.39885 0.50
H 0.93831 -1.91560 -4.77856 0.48
O 0.49301 -1.97074 -3.96890 -0.98
```

The value obtained for the lowest unoccupied orbital energy is -2.19 eV. The HOMO energy is -11.00 eV. Its energy above the lowest of the compared OMol25 structures with the same formula, charge and spin is 71.5 kcal per mole. For the maximum force, the calculation gives 0.0916 hartree/bohr. The total energy is -1224.854390 Ha. As for the net charge: +1.

---

Entry 6:
Density functional theory data (ωB97M-V with the def2-TZVPD basis set) for a cluster of 14 separate species, C5H37N2O14 in total at a distorted geometry.

The geometry in XYZ format:
```
58
Properties=species:S:1:pos:R:3:nbo_charge:R:1
C -0.66709 0.24588 0.45672 -0.10
O -1.73310 -0.69435 0.30290 -0.82
C 0.54203 -0.33763 1.22804 -0.08
C 1.03532 -1.69278 0.65370 -0.49
C 1.86983 -1.51838 -0.60608 0.26
C 3.12387 -1.01355 -0.56844 -0.66
N 1.29521 -2.02532 -1.76161 -0.86
N 0.21226 -0.55738 2.64742 -0.91
H -1.15928 1.02114 0.95216 0.19
H -0.38783 0.58537 -0.57407 0.19
H 1.33728 0.49532 1.14042 0.22
H 1.63810 -2.15788 1.37072 0.22
H 0.16474 -2.34763 0.47674 0.25
H 3.76934 -0.89966 -1.42972 0.20
H 3.54964 -0.69143 0.31689 0.19
H -1.60118 -1.20854 -0.54740 0.53
H 1.78935 -1.92880 -2.65930 0.37
H -0.22920 0.29244 3.05058 0.40
H -0.42556 -1.34356 2.77359 0.40
H 0.81184 2.91506 -0.02003 0.48
H -0.62453 3.06291 -0.30858 0.51
O 0.06106 3.26912 0.33730 -0.99
H -1.58804 -3.45314 1.23194 0.49
H -1.92052 -1.98528 1.46683 0.49
O -1.77255 -2.84108 1.93885 -1.02
H 1.65379 2.33631 2.73584 0.50
H 2.80518 1.32583 2.97522 0.50
O 2.60378 2.18519 2.53237 -1.04
H 3.25442 -0.86764 2.84719 0.46
H 1.96378 -0.51238 3.34185 0.50
O 2.89706 -0.31091 3.49721 -0.97
H 2.07301 0.43438 -2.25964 0.48
H 1.80340 1.86447 -1.81507 0.51
O 1.73081 1.25564 -2.62821 -0.98
H -1.36491 -3.12939 -0.96709 0.50
H -0.31550 -4.11555 -0.68210 0.46
O -1.20079 -3.95357 -0.45942 -0.98
H 0.27092 -2.05941 -1.84967 0.44
H -1.75975 -2.38823 -2.68528 0.48
O -1.33946 -1.79900 -2.02353 -1.24
H 0.08239 0.85546 -3.00595 0.50
H -0.90715 -0.30824 -2.64088 0.51
O -0.84045 0.63842 -2.98776 -1.04
H -0.38716 3.23688 3.32110 0.48
H -0.11838 2.74955 1.88023 0.52
O -0.03510 2.48592 2.86629 -1.01
H -3.08278 0.36508 -0.00030 0.49
H -3.86576 0.50758 -1.36890 0.50
O -3.72139 0.93962 -0.47318 -1.02
H -2.56377 2.11813 -1.00225 0.50
H -1.42838 1.92088 -2.04295 0.50
O -1.81829 2.56384 -1.42756 -1.03
H 2.77510 1.20286 -0.20710 0.49
H 2.57750 2.28541 0.76378 0.52
O 2.44308 2.09168 -0.14214 -1.01
H -2.72709 -0.85040 -2.48046 0.49
H -2.87785 0.35423 -3.34566 0.49
O -3.39482 -0.29359 -2.82523 -0.98
```

The value obtained for the lowest unoccupied orbital energy is 2.76 eV. The HOMO energy is -6.06 eV. Its energy above the lowest of the compared OMol25 structures with the same formula, charge and spin is 0.8 kcal per mole. For the maximum force, the calculation gives 0.0764 hartree/bohr. The total energy is -1375.724125 Ha. As for the net charge: -1.